{"formula": "C27H45Cl2InN4O3S2SeSi2", "method": "ωB97M-V with the def2-TZVPD basis set", "total_energy_ev": -173826.032, "largest_force_ev_per_a": 1.3, "homo_ev": -7.7, "gap_ev": 7.0, "lumo_ev": -0.6706, "symbols": ["In", "Cl", "C", "C", "C", "Cl", "C", "O", "C", "C", "O", "C", "H", "H", "H", "N", "C", "C", "C", "N", "C", "C", "N", "C", "H", "H", "H", "H", "H", "H", "H", "H", "H", "H", "H", "H", "H", "H", "H", "H", "C", "O", "C", "S", "S", "H", "H", "H", "C", "Si", "C", "C", "C", "Si", "C", "C", "C", "H", "H", "H", "H", "H", "H", "H", "H", "H", "H", "H", "H", "H", "H", "H", "H", "H", "H", "H", "Se", "C", "C", "C", "N", "C", "C", "H", "H", "H", "H"], "xyz": [[0.188, -0.697, 0.869], [3.224, 2.029, 7.217], [2.284, 1.355, 5.923], [1.314, 0.380, 6.237], [0.530, -0.139, 5.248], [-0.644, -1.355, 5.578], [0.649, 0.292, 3.882], [-0.113, -0.142, 2.972], [1.677, 1.232, 3.601], [1.924, 1.602, 2.252], [1.298, 1.220, 1.245], [2.484, 1.754, 4.637], [1.203, 0.040, 7.257], [2.768, 2.294, 2.091], [3.258, 2.473, 4.400], [2.128, 1.815, -1.789], [2.420, 2.849, -2.806], [1.373, 3.966, -2.771], [-0.037, 3.449, -3.112], [-0.527, 2.570, -2.049], [0.005, 2.721, -4.466], [1.061, 1.612, -4.587], [0.717, 0.453, -3.745], [2.438, 2.179, -4.190], [1.782, 2.190, -0.902], [3.010, 1.293, -1.546], [1.404, 1.179, -2.189], [3.410, 3.254, -2.582], [1.648, 4.731, -3.499], [1.369, 4.430, -1.780], [-0.695, 4.322, -3.238], [-1.435, 2.186, -2.284], [-0.656, 3.104, -1.194], [0.212, 3.468, -5.236], [-0.982, 2.299, -4.679], [1.099, 1.316, -5.643], [1.344, -0.325, -3.930], [-0.229, 0.137, -3.926], [2.734, 2.916, -4.938], [3.185, 1.380, -4.197], [4.259, -1.648, 2.212], [4.774, -0.639, 1.338], [4.102, -0.259, 0.263], [4.805, 1.012, -0.574], [2.726, -1.152, -0.261], [5.107, -2.015, 2.784], [3.799, -2.463, 1.656], [3.520, -1.209, 2.885], [-4.018, -2.742, -0.079], [-2.748, -1.525, -0.773], [-1.392, -2.519, -1.671], [-3.566, -0.444, -2.102], [-2.089, -0.537, 0.689], [-2.952, 0.967, 1.454], [-3.999, 1.990, 0.234], [-4.152, 0.247, 2.729], [-1.844, 2.227, 2.346], [-4.417, -3.411, -0.844], [-4.861, -2.212, 0.369], [-3.563, -3.355, 0.700], [-1.510, -3.590, -1.498], [-0.391, -2.252, -1.319], [-1.418, -2.371, -2.753], [-3.764, -1.040, -2.995], [-2.942, 0.400, -2.403], [-4.519, -0.043, -1.757], [-2.086, -1.251, 1.524], [-4.890, 1.439, -0.070], [-3.477, 2.301, -0.672], [-4.332, 2.896, 0.744], [-4.846, -0.458, 2.266], [-4.745, 1.028, 3.210], [-3.605, -0.288, 3.508], [-2.238, 3.241, 2.265], [-0.820, 2.218, 1.972], [-1.787, 1.982, 3.408], [0.328, -3.059, 2.142], [0.426, -4.353, 0.728], [1.536, -4.472, -0.101], [1.522, -5.423, -1.109], [0.503, -6.251, -1.325], [-0.539, -6.157, -0.506], [-0.630, -5.238, 0.529], [2.390, -3.825, 0.031], [2.369, -5.528, -1.779], [-1.349, -6.853, -0.699], [-1.502, -5.201, 1.168]], "atomic_forces_ev_per_a": [[-0.61, -0.51, 0.97], [0.08, 0.01, 0.05], [0.06, 0.06, -0.11], [-0.07, -0.01, -0.26], [-0.05, 0.04, -0.04], [-0.07, -0.02, 0.10], [0.09, 0.04, -0.11], [-0.40, -0.49, 0.39], [0.12, -0.13, -0.09], [0.15, 0.17, 0.35], [0.35, 0.48, -0.58], [0.13, 0.10, 0.10], [-0.03, 0.00, 0.02], [-0.10, 0.00, -0.02], [0.01, 0.02, 0.01], [-0.07, -0.27, 0.13], [-0.14, 0.37, -0.51], [-0.23, -0.40, 0.20], [0.13, 0.16, -0.35], [-0.04, 0.15, 0.22], [-0.10, -0.25, 0.31], [0.00, 0.27, -0.06], [0.20, 0.04, -0.02], [-0.18, -0.36, 0.25], [0.01, -0.09, -0.11], [-0.09, 0.05, -0.02], [0.02, -0.01, 0.22], [-0.06, -0.01, 0.02], [0.06, 0.02, 0.06], [0.00, 0.10, -0.02], [0.12, -0.02, -0.04], [-0.01, -0.01, -0.02], [-0.08, -0.03, -0.01], [-0.04, -0.02, -0.05], [-0.04, 0.05, -0.06], [0.09, 0.10, 0.02], [-0.07, 0.00, -0.05], [0.04, -0.01, 0.05], [0.07, 0.02, 0.05], [0.05, 0.03, -0.04], [-0.13, -0.26, 0.18], [-0.10, 0.05, 0.09], [0.22, 0.17, -0.04], [0.11, -0.07, 0.13], [-0.56, 0.03, -0.42], [0.04, 0.11, -0.02], [0.00, 0.06, 0.03], [-0.02, -0.03, -0.06], [0.08, 0.20, -0.21], [0.00, 0.01, 0.02], [-0.18, 0.14, 0.18], [0.01, -0.14, 0.23], [0.97, 0.24, -0.42], [-0.17, 0.05, 0.00], [0.15, -0.27, 0.14], [0.14, 0.15, -0.19], [0.02, -0.25, -0.09], [0.01, -0.01, -0.05], [-0.02, 0.03, 0.03], [0.06, 0.00, 0.01], [0.04, -0.02, 0.06], [0.07, -0.08, -0.11], [-0.02, 0.10, 0.00], [0.01, -0.06, -0.02], [0.07, 0.01, 0.03], [-0.01, 0.05, -0.01], [-0.12, -0.08, 0.02], [-0.01, 0.00, -0.04], [0.09, -0.02, -0.03], [-0.01, 0.01, 0.06], [0.00, -0.02, -0.03], [0.01, 0.05, 0.01], [0.05, -0.01, 0.00], [-0.09, -0.01, -0.07], [-0.03, 0.07, -0.06], [0.01, -0.05, 0.03], [0.04, 0.27, -0.36], [0.02, 0.04, 0.14], [-0.06, -0.04, -0.03], [-0.07, 0.05, 0.05], [0.06, -0.13, -0.17], [-0.07, -0.03, 0.04], [0.12, 0.02, -0.05], [0.04, 0.00, -0.02], [0.02, 0.03, 0.02], [-0.04, 0.02, 0.07], [-0.03, 0.00, -0.04]], "lowdin_charge": [0.51, 0.66, -0.67, -0.10, -0.57, 0.73, -0.39, -0.21, -0.13, -0.17, -0.15, -0.06, 0.11, 0.14, 0.12, 0.12, -0.29, -0.10, -0.37, 0.06, -0.11, -0.36, 0.04, -0.09, 0.12, -0.04, 0.08, 0.14, 0.13, 0.12, 0.14, 0.06, 0.09, 0.12, 0.12, 0.14, 0.10, 0.09, 0.13, 0.13, -0.07, -0.21, -1.25, 0.65, 0.61, 0.10, 0.05, 0.09, -0.17, 0.43, -0.16, -0.18, -0.42, 0.46, -0.19, -0.17, -0.16, 0.03, 0.02, 0.03, 0.02, -0.02, 0.03, 0.03, 0.00, 0.02, -0.03, 0.02, 0.01, 0.03, 0.02, 0.03, 0.03, 0.03, 0.00, 0.04, 0.71, -0.65, -0.14, -0.15, 0.05, -0.17, -0.14, 0.04, 0.10, 0.10, 0.09]}

***

{"formula": "C6H15INO2", "method": "ωB97M-V with the def2-TZVPD basis set", "total_charge": 1, "smiles": "CCO[C@@](O)(I)[C@H]([NH3+])CC", "total_energy_ev": -20142.451, "largest_force_ev_per_a": 3.4, "homo_ev": -13.4, "gap_ev": 10.0, "lumo_ev": -3.4065, "symbols": ["C", "C", "O", "C", "O", "I", "C", "N", "C", "C", "H", "H", "H", "H", "H", "H", "H", "H", "H", "H", "H", "H", "H", "H", "H"], "xyz": [[-0.029, -3.391, -0.268], [0.651, -2.292, 0.478], [0.476, -1.004, -0.198], [1.189, 0.205, 0.366], [1.137, 0.326, 1.681], [3.321, -0.004, -0.131], [0.530, 1.420, -0.344], [1.328, 2.672, -0.171], [-0.912, 1.821, 0.022], [-1.808, 0.786, -0.570], [0.240, -3.307, -1.302], [0.184, -4.421, 0.012], [-1.054, -3.379, -0.226], [1.801, -2.270, 0.480], [0.265, -2.368, 1.443], [1.711, -0.239, 2.174], [0.584, 0.988, -1.317], [2.072, 2.784, -0.921], [1.724, 2.400, 0.744], [0.638, 3.397, -0.242], [-1.231, 2.728, -0.366], [-0.905, 1.851, 1.059], [-1.642, 0.872, -1.694], [-1.486, -0.211, -0.092], [-2.873, 1.104, -0.566]], "atomic_forces_ev_per_a": [[2.10, -0.37, -1.45], [3.06, 0.91, -1.09], [0.14, 2.29, 1.04], [-1.22, -2.86, -1.36], [-1.44, 1.36, 1.25], [0.17, 0.23, -0.47], [-0.54, -1.02, -0.81], [1.78, -2.01, -1.17], [1.26, -2.63, -0.56], [-0.66, -0.84, -1.06], [0.11, -0.12, -0.76], [0.73, 0.20, 0.52], [-2.63, 0.69, 0.31], [-1.45, -1.34, 0.35], [-0.45, 0.91, 2.00], [0.70, -0.80, 0.40], [-0.12, 0.72, -1.38], [-0.80, -0.15, 1.38], [0.39, 1.71, 0.03], [0.10, 0.97, 0.63], [0.08, 2.20, -0.82], [-0.60, 0.20, 2.22], [0.19, -0.93, 1.21], [-1.43, 1.37, -1.35], [0.54, -0.70, 0.90]], "lowdin_charge": [-0.05, -0.23, -0.20, -0.85, 0.00, 1.00, -0.29, 0.22, -0.20, -0.07, 0.08, 0.10, 0.05, 0.09, 0.10, 0.10, 0.14, 0.18, 0.15, 0.15, 0.10, 0.11, 0.11, 0.11, 0.10]}

***

{"formula": "C5H6O2", "method": "ωB97M-V with the def2-TZVPD basis set", "smiles": "C[C@@H]1C=CC(=O)O1", "total_energy_ev": -9377.028, "largest_force_ev_per_a": 0.5, "homo_ev": -10.4, "gap_ev": 11.0, "lumo_ev": 0.5407, "symbols": ["C", "C", "C", "C", "C", "O", "O", "H", "H", "H", "H", "H", "H"], "xyz": [[-1.786, -0.229, -0.272], [-0.457, -0.055, 0.444], [0.439, 1.053, -0.030], [1.678, 0.589, -0.174], [1.641, -0.881, 0.063], [2.532, -1.683, 0.017], [0.349, -1.227, 0.343], [-2.314, -1.093, 0.141], [-2.414, 0.656, -0.115], [-1.652, -0.380, -1.347], [-0.650, 0.117, 1.513], [0.023, 2.042, -0.166], [2.608, 1.090, -0.418]], "atomic_forces_ev_per_a": [[0.00, -0.04, -0.03], [-0.13, 0.12, 0.01], [0.02, -0.15, 0.06], [-0.22, 0.02, -0.05], [0.31, -0.20, -0.01], [-0.35, 0.31, 0.01], [0.10, -0.09, 0.09], [0.08, 0.11, -0.08], [0.15, -0.12, -0.03], [0.05, 0.02, 0.13], [-0.04, -0.06, -0.07], [0.33, 0.11, 0.04], [-0.30, -0.02, -0.06]], "lowdin_charge": [-0.03, -0.37, 0.00, 0.04, -0.47, 0.12, 0.05, 0.09, 0.09, 0.09, 0.16, 0.12, 0.12]}

***

Going through the records in order, we get energy above the lowest of the compared OMol25 structures with the same formula, charge and spin values of 17.3; 37.7; 1.6 kcal/mol.